Record 1
Computed, not measured: a structure of composition C7H17N at a distorted geometry, with wB97M-V/def2-TZVPD.

```
25
Properties=species:S:1:pos:R:3:forces:R:3
C 0.4704 -1.4918 -1.4263 0.1 0.2 0.3
C -0.6234 -0.2786 -1.4515 -2.7 -4.0 -4.1
C -2.0288 -0.9977 -0.9602 1.2 0.2 0.3
N -0.2948 1.0360 -1.0411 1.7 -1.2 3.2
C -0.4216 0.6893 0.2262 0.5 4.7 0.7
C 0.6085 0.6791 1.3265 1.0 0.1 -0.3
C 0.3498 -0.5502 2.2669 1.5 0.3 -0.4
C 2.0678 0.7877 0.8151 -0.3 -1.3 -0.4
H 0.1421 -2.3548 -2.0602 -0.1 0.8 0.5
H 0.7442 -1.9286 -0.4333 -0.6 0.5 -0.4
H 1.4475 -1.1846 -1.8321 -0.4 0.3 0.0
H -0.8103 -0.2090 -2.5465 0.2 0.0 0.4
H -3.0078 -0.4656 -0.9951 1.1 0.1 -0.1
H -2.1136 -1.9096 -1.5565 0.0 0.2 0.1
H -1.8102 -1.2997 0.0679 -0.6 -0.3 0.0
H -1.3745 0.9262 0.7397 -0.8 -1.7 -0.4
H -0.9401 3.3054 -1.4968 -0.2 0.4 0.5
H -1.1249 3.7617 -0.9170 0.1 -0.2 -0.5
H 0.4498 1.6612 1.8191 -0.4 -0.4 0.1
H 0.2987 -1.3601 1.5447 0.0 -0.6 0.4
H 1.2345 -0.7384 2.9395 -0.9 0.3 -0.7
H -0.5484 -0.5676 2.8731 -0.2 0.4 -0.1
H 2.4902 -0.1856 0.4012 -0.6 1.2 0.6
H 2.1492 1.5493 0.0401 -0.2 -0.1 -0.1
H 2.6458 1.1258 1.6566 0.6 -0.1 0.3
```
Positions in Å, forces in eV/Å.

Calculated values
**Relative energy (zero: lowest compared OMol25 entry of this formula, charge and spin)**: 5.745 eV
**Spin multiplicity**: 1

Atomic partial charges in e from the natural (NBO) method, atoms 1 to 5: C -0.65; C -0.09; C -0.64; N -0.60; C 0.40

***

Record 2
Computed, not measured: a structure of composition C11H20N4O at a distorted geometry, with wB97M-V/def2-TZVPD.

```
36
Properties=species:S:1:pos:R:3:forces:R:3
C 3.9491 0.6254 -0.7032 3.8 -5.0 -2.6
C 3.4580 -0.8250 -0.3278 3.4 -2.1 1.0
C 2.3150 -1.4975 -1.1023 6.2 -1.2 -3.2
C 1.0590 -0.8292 -1.0480 1.6 3.1 1.2
H 1.1494 0.1790 -1.4653 0.4 0.4 0.6
H 0.5414 -1.2273 -1.8071 -3.3 -2.1 -2.0
C 0.6456 -0.8672 0.3609 -4.8 -11.8 -2.8
C 0.5664 0.1312 1.1932 1.4 10.8 4.4
C 0.1457 -0.0390 2.6548 -0.3 0.7 2.2
H 0.3193 0.9904 3.2020 0.3 -2.2 -0.9
H -0.9216 -0.1927 2.9177 0.4 -0.2 -0.9
H 0.6940 -0.9310 3.1801 -0.6 1.8 -1.0
H -0.0326 1.0224 0.5445 1.2 -1.9 2.2
H 1.5953 0.5895 1.3247 -0.8 0.0 -0.3
H 1.0136 -1.9294 0.8412 0.1 2.6 -0.8
C -0.8575 -1.4181 0.3105 -3.1 -1.5 0.2
N -1.8184 -0.3923 -0.4215 1.9 -2.4 3.1
C -2.7348 0.1810 0.3779 -2.9 -2.7 4.2
O -3.2789 -0.2183 1.5898 3.5 1.8 -5.7
C -3.4168 1.2295 -0.3052 0.4 -0.1 -2.6
N -3.1447 1.4682 -1.6695 -1.2 2.7 5.0
C -3.9176 2.5881 -1.7064 -3.9 0.7 -5.2
N -4.8826 2.7620 -0.7448 2.1 1.8 -2.2
N -4.4070 1.9934 0.1828 -1.3 -4.3 3.3
H -5.0590 1.5447 0.9924 2.3 1.8 -2.2
H -4.1719 3.0926 -2.7756 1.0 -1.0 2.9
H -1.6018 -0.0914 -1.3921 -0.5 0.1 1.4
H -1.4460 -1.8282 1.3908 1.9 1.9 -3.2
H -0.8874 -2.3378 -0.3132 0.1 0.6 0.2
H 2.7786 -1.3354 -2.2171 -1.3 -1.1 2.0
H 2.3564 -2.6361 -0.8407 -0.6 2.1 -0.6
H 4.4862 -1.6187 -0.4789 -2.9 2.4 0.5
H 3.2751 -0.8679 0.7827 0.1 0.1 -0.9
H 4.3076 0.5785 -1.9096 -0.5 0.4 3.5
H 3.1838 1.2417 -0.6670 -3.6 3.3 0.3
H 4.7391 0.8650 0.0494 -0.4 0.2 -1.1
```
Positions in Å, forces in eV/Å.

Calculated values
**Relative energy (zero: lowest compared OMol25 entry of this formula, charge and spin)**: 8.387 eV
**Spin multiplicity**: 1

Atomic partial charges in e from the natural (NBO) method, atoms 1 to 5: C -0.59; C -0.38; C -0.38; C -0.46; H 0.21

***

Record 3
Computed, not measured: a structure of composition C5H6O2, with wB97M-V/def2-TZVPD.

```
13
Properties=species:S:1:pos:R:3:forces:R:3
C 2.0626 0.2881 0.8386 -0.1 0.0 -0.1
O -1.3677 2.0316 -0.4859 -0.2 -0.5 -0.1
C -1.6832 0.8764 -0.6002 0.1 0.4 0.0
C -0.7025 -0.2386 -0.8908 -0.2 0.0 -0.1
O 0.6211 0.2613 -1.1161 0.1 0.0 0.0
C 1.0021 -0.1154 0.1618 0.3 0.1 0.3
C -0.2357 -0.9423 0.4054 0.0 -0.1 0.1
H 2.2289 -0.0611 1.8514 0.0 0.0 -0.2
H 2.7487 0.9992 0.3930 0.0 -0.1 0.1
H -2.7338 0.5416 -0.4521 0.1 0.0 0.0
H -1.0666 -0.8709 -1.7092 0.1 0.1 0.1
H -0.0777 -2.0152 0.2795 0.0 0.1 0.0
H -0.7963 -0.7546 1.3247 0.1 0.0 -0.2
```
Positions in Å, forces in eV/Å.

Calculated values
**Relative energy (zero: lowest compared OMol25 entry of this formula, charge and spin)**: 2.012 eV
**Spin multiplicity**: 1

Atomic partial charges in e from the natural (NBO) method, atoms 1 to 5: C -0.51; O -0.48; C 0.41; C -0.01; O -0.47

***

For each record above, in turn, the calculated gap between HOMO and LUMO values are 7.6 9.6 9.8 eV.
For each record above, in turn, the calculated electronic energy values are -331.4598 -725.1389 -344.5280 a.u..